1.
63
Properties=species:S:1:pos:R:3 method="wB97M-V/def2-TZVPD" lumo_ha=0.033 orbital_gap_ev=10.94 de_lowest_kcal_mol=0.1 e_tot_ev=-23469.80611 homo_energy_ev=-10.056
C -8.08 -1.22 -0.12
H 2.14 2.10 0.86
C 4.00 -2.00 -1.59
H 4.19 -1.94 0.56
H -0.22 2.49 -0.99
H 3.53 2.15 -1.35
C -1.97 1.90 1.01
H 2.04 1.61 -2.14
H -4.20 0.46 1.79
C 6.17 -1.69 -0.28
H -3.95 -1.44 -0.59
C 2.93 0.17 -0.79
H -8.39 -1.03 0.91
H 2.01 -0.40 -0.63
H 3.48 0.19 0.15
C -0.46 2.14 1.12
C -4.21 -1.22 0.45
H 6.67 -1.95 -1.21
H -3.62 -1.89 1.09
H -4.34 0.90 0.09
H -10.03 -0.80 -0.94
H -1.83 -0.20 1.43
H 7.06 -3.29 0.86
C -6.62 -0.80 -0.30
H -6.54 0.28 -0.13
C 7.02 -2.20 0.89
C 2.59 1.61 -1.19
H 1.11 4.38 0.27
C 1.75 2.34 -0.13
H 4.72 -0.01 -1.98
H -0.30 3.17 1.46
C 3.76 -0.52 -1.87
H 7.19 -2.06 3.04
H 0.22 0.87 -0.46
H -8.72 -0.67 -2.11
C 1.88 3.86 -0.31
H -2.39 2.55 0.24
H 3.24 -0.44 -2.83
C 6.51 -1.75 2.25
H 4.85 -3.38 -0.20
C -5.69 -1.54 0.67
H 5.53 -2.18 2.46
H -1.98 0.18 -0.29
H -5.97 -1.29 1.69
C 4.77 -2.30 -0.30
H 4.56 -2.43 -2.43
O 3.10 4.38 0.15
H 1.73 4.12 -1.37
C -9.00 -0.48 -1.08
C 0.27 1.92 -0.20
C -3.84 0.22 0.79
H 3.82 3.91 -0.29
H -8.95 0.59 -0.90
H -0.05 1.48 1.88
H -6.30 -1.00 -1.32
H -5.84 -2.61 0.54
H 3.04 -2.51 -1.54
H -8.16 -2.30 -0.30
H 8.04 -1.83 0.76
H 6.10 -0.61 -0.22
H 6.42 -0.66 2.28
H -2.43 2.19 1.96
C -2.34 0.45 0.71

---

2.
44
Properties=species:S:1:pos:R:3 method="wB97M-V/def2-TZVPD" lumo_ha=0.010 orbital_gap_ev=8.52 e_tot_ev=-55324.66903 homo_energy_ev=-8.234
C 7.12 -0.25 -0.57
H 2.41 2.55 1.91
C -1.51 1.66 -0.56
C 2.54 1.29 0.27
O -1.60 -0.80 -3.15
C 4.81 0.41 -0.32
N 3.88 1.14 0.43
H -3.12 0.92 -1.76
S -3.46 -0.31 3.36
H 0.74 -0.62 -2.36
H -3.35 2.64 -0.06
C 4.48 -0.31 -1.46
N 0.10 0.00 -1.89
C -5.90 -3.15 1.80
C -2.06 0.88 -1.53
C 5.46 -1.00 -2.15
N -3.87 0.31 0.87
C -5.98 -2.66 0.50
H -5.08 -2.88 3.77
C -5.15 -2.50 2.76
H 3.45 -0.32 -1.79
H -5.37 -1.13 -0.88
H 5.21 -1.57 -3.04
H 0.92 2.21 0.99
H 4.28 1.63 1.22
C -5.32 -1.51 0.12
C 0.59 0.80 -0.90
H -6.57 -3.20 -0.23
C 6.76 -0.96 -1.70
N 1.93 2.10 1.15
C -4.48 -1.34 2.39
C -4.57 -0.84 1.08
H 6.41 1.01 0.99
N -0.19 1.62 -0.24
H 8.15 -0.23 -0.25
C -3.26 0.70 1.92
C -2.31 2.62 0.25
F 7.72 -1.64 -2.38
N 1.92 0.67 -0.70
S -2.28 2.12 2.02
C -1.25 -0.04 -2.27
C 6.14 0.44 0.11
H -1.87 3.61 0.24
H -6.43 -4.05 2.06

---

3.
7
Properties=species:S:1:pos:R:3 method="wB97M-V/def2-TZVPD" lumo_ha="-0.056 / 0.009" orbital_gap_ev="8.05 / 9.96" de_lowest_kcal_mol=208.8 e_tot_ev=-5546.82467 homo_energy_ev="-9.581 / -9.707"
H -1.77 -1.67 0.50
H 2.72 1.17 1.17
N -1.43 -0.75 0.56
N -0.21 -0.67 1.42
C 0.24 0.19 0.58
N -0.76 0.17 -0.28
H -1.24 0.80 -0.95

---

4.
74
Properties=species:S:1:pos:R:3 method="wB97M-V/def2-TZVPD" lumo_ha="-0.432 / -0.432" orbital_gap_ev="4.80 / 4.79" de_lowest_kcal_mol=0.0 e_tot_ev=-76081.45805 homo_energy_ev="-16.550 / -16.550" charge=+3
C -0.32 -0.50 -5.98
C -0.32 -0.56 2.17
H 2.86 -2.35 2.13
C -0.35 -1.22 -3.64
C 4.19 2.12 0.52
O 2.43 0.52 -3.37
N 3.06 4.90 2.29
C 1.80 3.23 1.09
H -0.04 -0.75 -7.02
C 0.10 -1.32 -4.95
C 3.01 1.60 -0.06
C -2.26 0.29 3.79
H 3.11 0.73 -0.69
O -1.95 4.69 -0.05
C -1.24 0.53 -5.67
H 2.21 5.44 2.43
C -1.17 4.35 -3.03
H 5.17 1.73 0.33
H 0.73 -2.18 -5.17
H -1.65 1.17 -6.47
N 1.84 2.15 0.33
C -3.32 -3.60 0.96
H -2.59 1.26 -4.14
C 0.50 2.17 -3.08
C -0.94 3.52 -1.93
C 0.36 -4.04 3.01
H -0.79 4.53 -5.11
C -1.36 -0.33 -3.40
H 0.82 3.72 1.30
H 0.90 2.59 -5.13
H -3.04 0.62 4.50
H -0.72 -5.12 -0.63
C 2.71 -2.02 3.18
S 0.67 -0.85 0.73
H 3.96 5.25 2.62
C -0.31 -1.12 3.39
W -0.14 1.00 -0.22
C 0.35 2.91 -4.25
H -2.21 -5.36 1.30
N -1.12 0.46 1.73
C -2.42 -2.21 -0.76
H -0.77 -2.99 -1.88
N 4.19 3.15 1.33
C -1.46 3.74 -0.52
C -1.44 -4.33 -0.37
H -1.43 -1.13 5.21
H 0.10 -2.82 6.12
C 1.41 0.92 -2.82
O -1.20 2.58 0.25
H -1.92 5.14 -2.98
C -2.33 -4.53 0.67
C -0.58 3.96 -4.22
C -1.47 -3.17 -1.10
H 0.08 -1.86 -2.81
H -4.04 -3.80 1.69
C 3.04 3.80 1.55
H -2.65 1.70 2.17
O 0.99 0.34 -1.62
H 1.62 -1.98 6.17
C -2.08 0.89 2.55
Si 1.07 -2.49 3.82
H 1.59 -3.68 5.74
H 0.03 -3.93 1.99
C -1.32 -0.63 4.27
C 1.06 -2.73 5.66
H 1.11 -4.84 3.05
N -0.16 2.45 -1.96
H -4.25 -1.72 0.27
C -3.44 -2.46 0.14
Te -2.39 -0.12 -1.58
H -0.50 -4.40 3.57
C -1.82 0.55 -4.39
H 3.43 -2.54 3.81
H 3.01 -0.98 3.17

---

5.
36
Properties=species:S:1:pos:R:3 method="wB97M-V/def2-TZVPD" lumo_ha="-0.319 / -0.376" orbital_gap_ev="6.27 / 4.70" de_lowest_kcal_mol=0.0 e_tot_ev=-22118.54709 homo_energy_ev="-14.955 / -14.941" charge=+2
H -0.13 2.66 -4.46
C -0.97 -1.87 -3.48
H 3.19 -0.03 0.91
B 0.57 0.18 -2.96
H -2.13 -1.04 3.33
C 2.99 -0.04 -0.17
H -2.75 -2.22 2.06
H 0.90 0.15 -4.11
H 1.11 2.13 2.36
H 0.37 1.09 3.66
N -0.52 1.75 -1.35
H -1.44 3.37 -0.37
H 4.96 0.03 -1.20
H -1.00 -1.95 2.26
N -0.42 -0.98 -2.63
N 1.82 0.05 -2.03
N 1.72 -0.07 -0.66
C -1.05 2.97 -1.29
H -2.44 -3.47 -3.15
H -2.30 -2.60 -0.56
N -0.86 -1.22 -1.34
C -1.76 -2.24 -1.42
N -0.11 1.55 -2.66
C 3.12 0.06 -2.39
H 2.03 0.71 2.99
C -1.00 3.58 -2.57
C -0.39 2.64 -3.40
C 3.89 0.02 -1.24
C -2.01 -1.45 2.31
Sr 0.09 -0.73 1.01
H -1.36 4.56 -2.84
C 1.03 1.11 2.77
C -1.83 -2.68 -2.76
H -0.68 -1.85 -4.52
H -2.21 -0.61 1.62
H 3.36 0.09 -3.45

---

6.
25
Properties=species:S:1:pos:R:3 method="wB97M-V/def2-TZVPD" lumo_ha=0.021 orbital_gap_ev=9.51 de_lowest_kcal_mol=0.0 e_tot_ev=-23272.15368 homo_energy_ev=-8.949
H -0.11 -1.70 -2.87
H 1.42 -2.33 -2.75
H 2.14 0.88 0.27
C -1.03 -0.44 0.11
C 0.07 1.73 2.30
H -2.68 -1.93 -0.04
H 1.35 -3.25 0.74
H 1.08 -1.80 1.82
Si -0.32 1.34 0.50
H -0.43 3.60 -0.25
C -1.09 2.76 -0.44
C 1.22 0.62 -0.38
C -2.46 -0.98 0.19
H -1.97 3.22 -0.03
H 2.66 -2.02 0.89
C 0.63 -2.13 -2.14
H 0.08 -3.09 -2.07
H 1.11 2.05 2.34
H 0.05 0.78 2.80
H 1.48 0.83 -1.35
C 1.56 -2.19 0.86
Si 0.58 -1.23 -0.48
H -3.17 -0.31 0.70
H -1.00 2.67 -1.55
H -0.51 2.44 2.83